[1]
# C22H36F6N2PSSi2W

A molecular structure, C22H36F6N2PSSi2W at a distorted geometry (ωB97M-V with the def2-TZVPD basis set, the Open Molecules 2025 dataset).

**Net charge**: -1
**Kohn-Sham gap**: 6.484 eV
**Energy above the lowest of the compared OMol25 structures with the same formula, charge and spin**: 1.305 eV
**HOMO**: -0.1500 Eh

```
71
Properties=species:S:1:pos:R:3:forces:R:3
W -0.574932 0.610653 0.173686 0.82 0.96 0.52
C -2.330827 2.311557 0.979335 0.01 -0.20 0.28
C -1.213518 3.048720 0.577133 0.02 -0.11 -0.05
C -0.944141 2.746390 -0.769805 -0.20 -0.03 -0.37
C -1.934209 1.818567 -1.215777 -0.19 0.10 -0.26
C -2.779961 1.533760 -0.109849 -0.03 -0.34 -0.24
H -2.752440 2.271697 1.968704 0.05 0.01 0.02
H -0.630747 3.701423 1.204406 0.05 -0.06 0.04
H -0.129106 3.127683 -1.364020 0.02 -0.01 0.05
H -2.090923 1.505086 -2.230308 0.00 -0.02 -0.02
H -3.639125 0.880072 -0.111019 0.06 -0.01 0.09
C 0.146376 0.976889 -4.402328 -0.10 0.17 -0.30
Si 0.031911 -0.262975 -3.014807 0.25 0.28 0.57
C -1.771834 -0.784463 -3.073802 -0.24 -0.03 -0.03
C 1.062434 -1.765469 -3.430525 0.12 -0.27 -0.05
N 0.572498 0.454559 -1.504703 0.32 -0.23 -0.08
C 1.871945 0.991954 -1.416198 -0.29 -0.16 -0.21
C 2.836093 0.943443 -2.424982 -0.02 0.02 0.08
C 4.099522 1.496168 -2.254727 -0.04 0.04 0.12
C 4.404550 2.114659 -1.052410 0.01 -0.03 -0.06
C 3.464704 2.155398 -0.032009 -0.08 -0.04 -0.04
C 2.193601 1.575198 -0.173948 -0.07 0.16 0.29
N 1.218485 1.506217 0.814904 0.41 0.18 0.07
Si 1.615666 1.950153 2.456242 -0.07 -0.19 -0.65
C 3.066007 0.957502 3.075937 0.22 -0.18 0.22
C 2.017223 3.771084 2.615137 0.04 0.30 0.13
C 0.246460 1.642062 3.655805 -0.24 -0.06 0.16
H -0.223115 0.501609 -5.317983 0.02 0.08 -0.02
H 1.140973 1.370046 -4.594121 0.05 0.02 -0.02
H -0.509895 1.824718 -4.181882 0.01 -0.01 -0.03
H -2.321338 -0.077141 -3.701151 -0.02 -0.05 -0.02
H -2.276819 -0.830178 -2.113343 -0.01 0.01 0.04
H -1.853183 -1.768797 -3.542775 -0.02 0.03 -0.03
H 0.479154 -2.453957 -4.048712 0.07 -0.03 -0.01
H 1.360578 -2.289871 -2.518543 -0.02 -0.02 -0.01
H 1.974915 -1.513723 -3.972141 0.00 -0.03 -0.01
H 2.617643 0.452764 -3.359795 -0.05 -0.03 -0.06
H 4.827926 1.435859 -3.053241 0.01 0.01 0.00
H 5.380137 2.558778 -0.893980 0.00 0.00 0.00
H 3.739546 2.631630 0.895677 0.00 0.00 0.04
H 4.008299 1.156109 2.567696 0.01 0.02 -0.01
H 2.851613 -0.109243 2.968258 0.00 0.01 0.02
H 3.196571 1.164112 4.143214 0.07 -0.05 -0.01
H 2.870006 4.102383 2.024549 0.00 0.02 0.00
H 2.230143 3.985749 3.667907 0.00 0.05 -0.03
H 1.160030 4.383555 2.324677 0.01 0.02 0.02
H -0.019091 0.589831 3.750391 0.06 0.00 0.05
H -0.679822 2.170103 3.426776 0.03 0.05 0.03
H 0.616708 1.996179 4.624277 -0.09 -0.02 0.03
S 0.518131 -1.380763 1.205889 0.29 0.20 0.26
C -0.698132 -1.444135 0.127484 -1.19 -0.22 -0.74
C -1.224950 -5.093149 -1.001233 -0.05 -0.07 -0.07
C -0.866450 -4.024287 0.025487 0.07 0.02 0.02
C -1.502848 -4.325021 1.375719 -0.16 -0.08 0.05
C -1.282606 -2.657212 -0.507153 -0.14 0.14 0.11
H -0.954508 -6.091048 -0.648953 0.02 0.02 0.01
H -0.715957 -4.919681 -1.952805 0.01 0.01 0.01
H -2.301081 -5.095457 -1.200728 0.00 0.01 0.04
H 0.223043 -4.013815 0.148450 0.00 -0.02 -0.02
H -2.590188 -4.220270 1.316601 0.02 -0.04 -0.02
H -1.172544 -3.646989 2.158727 0.05 0.07 -0.02
H -1.277518 -5.348021 1.688383 0.03 0.01 0.00
H -2.374513 -2.551845 -0.498592 0.03 -0.05 0.05
H -1.007952 -2.571676 -1.563746 0.07 -0.10 0.00
F -1.848404 0.136800 2.362442 -0.02 -0.27 0.10
P -3.078963 -0.758426 3.052886 0.14 0.12 0.46
F -4.259870 -1.604426 3.731152 -0.02 -0.04 -0.10
F -2.882483 0.096773 4.402937 0.03 0.06 -0.06
F -3.230119 -1.571704 1.676138 -0.04 -0.13 -0.27
F -1.968288 -1.821002 3.560389 -0.12 0.10 -0.05
F -4.130492 0.346852 2.504698 -0.01 -0.05 0.02
```
Forces are in eV/Å.

***

[2]
# C6H13ClOS

2 unconnected molecules or ions with the total composition C6H13ClOS at a distorted geometry (ωB97M-V with the def2-TZVPD basis set, the Open Molecules 2025 dataset).

**Net charge**: 0
**Kohn-Sham gap (spin up / spin down)**: 6.575 / 9.015 eV
**Energy above the lowest of the compared OMol25 structures with the same formula, charge and spin**: 2.544 eV
**HOMO (spin up / spin down)**: -0.2831 / -0.3210 Eh

```
22
Properties=species:S:1:pos:R:3:forces:R:3
C 0.707776 -1.908507 -0.848086 0.74 -0.92 0.84
C 0.602798 0.329150 1.406446 0.77 -1.82 -0.08
C 0.286949 1.139251 -0.964180 1.99 -0.30 -2.49
C -1.717363 0.743952 0.614020 0.88 0.92 2.35
C -0.378340 -1.149945 -0.224299 -1.34 -0.29 -0.95
C -0.262850 0.295409 0.099057 -2.37 -0.62 3.01
O -3.232810 -1.779046 -2.560185 0.64 0.22 -0.09
S -2.101800 -0.837766 -2.626998 -0.66 -0.03 0.81
Cl -0.569117 -1.567651 -3.761945 0.02 -0.24 -0.62
H 1.663763 -1.712278 -0.269031 -0.74 -0.20 -0.92
H 0.808235 -1.594115 -1.905339 0.48 -0.39 0.59
H 0.501704 -3.011799 -0.768140 0.28 1.06 -0.40
H 0.971469 1.281514 1.810659 -0.29 -0.10 -0.47
H 1.447182 -0.381260 1.231511 0.02 1.07 0.03
H 0.101338 -0.243046 2.198408 -0.36 0.58 0.01
H -0.028486 0.669138 -2.005942 0.26 1.91 1.90
H 0.113940 2.205173 -0.711678 -0.26 -0.52 -0.91
H 1.422389 1.034452 -1.004639 -1.24 0.07 0.14
H -2.502215 1.111899 -0.045385 0.41 -0.15 -0.63
H -1.479054 1.636232 1.343791 -0.79 -1.57 -1.23
H -2.198915 -0.088082 1.243733 0.88 1.21 -0.83
H -1.282680 -1.661127 0.137893 0.68 0.11 -0.04
```
Forces are in eV/Å.

***

[3]
# C30H75F6HfN4O18S2

A molecular structure, C30H75F6HfN4O18S2 at a distorted geometry (ωB97M-V with the def2-TZVPD basis set, the Open Molecules 2025 dataset).

**Net charge**: +1
**Kohn-Sham gap**: 3.156 eV
**HOMO**: -0.3857 Eh

```
136
Properties=species:S:1:pos:R:3:forces:R:3
Hf 3.223398 2.322305 2.090550 -8.58 -6.00 -4.23
C 0.903641 -0.826730 0.293131 0.29 0.23 -0.88
C 0.437822 0.622394 0.569064 0.10 -1.67 -0.45
O 1.501290 1.416950 1.040896 4.50 3.27 2.81
H 0.075629 -1.487765 0.029341 -0.31 0.16 0.50
H 1.488944 -1.256275 1.105176 -0.28 0.04 0.22
H 1.521521 -0.893643 -0.605470 0.23 0.38 0.11
H -0.403940 0.533934 1.260938 0.34 0.55 0.44
H 0.063340 1.092801 -0.343347 0.02 0.06 0.01
C 1.624069 4.693992 -1.781497 -0.54 1.53 -0.67
F 2.318864 4.126905 -2.756464 0.22 -0.96 0.72
F 1.170847 5.831572 -2.335820 0.12 -0.15 0.71
F 0.567434 3.985590 -1.408930 0.20 -0.60 -0.09
S 2.623942 5.181528 -0.262095 1.36 3.15 -1.62
O 1.982366 6.374084 0.198869 -0.63 -1.33 0.66
O 2.514671 3.962212 0.631649 1.17 -2.56 2.84
O 3.980580 5.404121 -0.683533 -0.18 -1.23 0.05
C 2.663337 -0.359761 6.092534 1.29 -0.34 -0.83
F 3.158606 -1.504499 6.530085 -0.49 -0.42 -0.01
F 1.533046 -0.085903 6.689432 0.01 0.32 0.10
F 3.624243 0.543350 6.327713 -0.69 0.55 -0.13
S 2.415630 -0.570081 4.218873 0.61 -2.43 0.87
O 1.206541 -1.317579 4.102702 -0.32 1.04 -0.16
O 2.428301 0.812983 3.641074 0.72 3.16 -0.92
O 3.594383 -1.291483 3.760640 0.17 0.73 -0.07
C 1.938146 4.517717 7.091513 -0.33 0.03 -0.20
O 1.498021 3.486230 6.229534 0.28 0.01 -0.55
C 0.256112 2.861400 6.509869 -0.23 0.03 -0.04
C -0.977272 3.663288 6.064743 0.46 -0.60 -0.65
N -1.191426 3.633231 4.620975 0.57 0.85 -0.99
C -1.543162 2.371874 3.974755 0.05 0.22 1.70
C -1.866195 2.536420 2.513052 -0.12 0.31 -0.47
O -2.996434 3.357035 2.330778 -0.01 0.02 0.45
C -3.370054 3.482210 0.978061 -1.08 -0.44 0.13
H 1.294075 5.401223 7.063109 -0.21 -0.11 0.12
H 2.898979 4.851185 6.702724 0.14 -0.17 0.22
H 2.019947 4.140056 8.112993 0.12 0.15 0.07
H 0.159785 2.633730 7.576269 0.13 0.07 0.09
H 0.346567 1.912585 5.983095 -0.36 -0.05 0.03
H -0.749785 4.695288 6.331645 -0.46 0.09 0.12
H -1.881370 3.302017 6.569105 0.14 0.02 0.46
H -1.951268 4.262953 4.389100 0.19 0.26 0.04
H -2.377340 1.984758 4.579978 -0.36 -0.54 -0.68
H -0.727823 1.659744 4.131763 0.05 -0.06 -0.39
H -2.031507 1.548843 2.065150 -0.13 -0.01 0.02
H -1.073336 3.036137 1.938473 0.53 -0.30 0.31
H -3.701572 2.508965 0.595371 0.36 -0.12 -0.17
H -2.616751 3.918251 0.317551 0.20 0.04 0.20
H -4.282765 4.076427 0.971923 0.22 0.33 -0.06
C 1.015371 -4.514580 -2.210410 0.70 -0.56 0.09
O 2.088457 -4.020838 -2.983261 0.20 -0.01 -0.83
C 3.252674 -3.612271 -2.279268 -1.58 0.00 -0.26
C 4.284991 -3.132662 -3.276418 0.48 0.31 0.95
N 4.091968 -1.754823 -3.762676 0.91 -0.99 0.01
C 5.306526 -1.334188 -4.511703 0.18 1.35 1.46
C 5.337641 0.192780 -4.598918 0.09 -0.93 -0.71
O 4.257623 0.570553 -5.396312 -0.90 0.19 0.85
C 3.781465 1.883001 -5.214287 1.30 1.19 -0.85
H 0.668716 -3.824692 -1.433622 0.10 0.15 -0.02
H 1.368870 -5.439078 -1.743041 -0.38 -0.04 0.29
H 0.202289 -4.750161 -2.892503 0.01 0.11 -0.01
H 3.703758 -4.392092 -1.655632 -0.24 -0.30 -0.10
H 2.822493 -2.853118 -1.611933 0.90 0.39 0.28
H 4.454528 -3.888130 -4.048958 -0.32 0.01 -0.14
H 5.213714 -3.117078 -2.693371 0.17 0.03 -0.15
H 3.228664 -1.722186 -4.292082 0.20 0.30 -0.36
H 5.575348 -1.849163 -5.433869 -0.54 -0.01 -0.19
H 6.164124 -1.443950 -3.836404 -0.07 -0.84 0.07
H 6.302531 0.515013 -5.012472 -0.05 0.10 -0.22
H 5.327874 0.572449 -3.568926 -0.52 0.23 -0.01
H 4.573926 2.549828 -5.586431 -0.26 0.21 -0.45
H 3.660195 2.315377 -4.213085 -0.36 -1.07 0.48
H 2.879703 2.016378 -5.804792 -0.03 -0.13 0.07
C -4.044059 -2.141208 4.485689 0.20 1.79 1.40
O -4.747181 -1.359363 3.543000 -0.21 -0.76 -0.35
C -3.938757 -0.500523 2.779939 0.04 0.06 -0.53
C -3.228013 -1.195107 1.611124 -0.03 0.39 0.54
N -4.197126 -1.593965 0.601182 0.47 0.34 0.32
C -3.586344 -2.343703 -0.501041 -0.54 -0.93 1.04
C -3.713695 -3.854818 -0.224987 -1.12 -1.30 -0.97
O -5.106761 -4.132920 0.043241 -0.20 1.36 0.58
C -5.578798 -5.461743 0.072754 1.04 -0.07 -0.21
H -3.242376 -2.789398 4.132510 -0.28 -0.15 -0.37
H -4.732012 -2.618061 5.181341 -0.28 -0.54 -0.67
H -3.605193 -1.386065 5.157731 0.64 -0.27 0.04
H -3.209276 0.066164 3.373842 0.05 -0.37 0.38
H -4.612420 0.255644 2.372295 -0.07 -0.09 -0.14
H -2.654512 -2.063927 1.968866 0.20 0.08 0.17
H -2.502609 -0.451364 1.260953 -0.04 -0.14 -0.50
H -4.772283 -2.240570 1.134947 -0.63 0.08 -0.53
H -2.552894 -2.015341 -0.629808 0.10 -0.25 -0.05
H -4.105835 -2.179449 -1.443955 -0.14 0.19 0.10
H -3.153005 -4.332145 0.582263 0.46 0.53 0.13
H -3.491524 -4.389137 -1.156150 0.46 -0.07 0.00
H -6.585032 -5.507794 0.482510 -0.14 0.45 -0.34
H -4.996138 -6.106233 0.741650 0.33 0.03 -0.13
H -5.522248 -5.834004 -0.953034 -0.28 -0.47 0.10
C -3.224021 3.431745 -6.963409 0.41 0.44 0.20
O -2.404622 2.652314 -6.115711 -0.69 0.17 0.45
C -1.022810 2.853999 -6.334090 -0.49 -0.11 0.13
C -0.316158 2.280758 -5.121439 1.83 0.39 0.71
N 0.042643 0.874098 -5.217298 -0.44 -1.31 -0.64
C 0.296450 0.208880 -3.928395 -1.31 0.93 0.66
C -1.031400 -0.043797 -3.221170 -1.61 1.21 0.82
O -1.830782 -0.997978 -3.866055 1.10 -1.59 -0.80
C -3.244193 -0.763575 -3.878416 2.11 1.76 0.85
H -3.043454 3.135271 -7.999188 -0.47 0.05 -0.13
H -3.006704 4.502510 -6.859083 0.41 0.00 -0.10
H -4.259782 3.379401 -6.635448 -0.02 -0.67 -0.23
H -0.814540 3.926067 -6.422696 0.06 0.02 0.08
H -0.793819 2.385437 -7.298116 0.61 -0.10 0.17
H -0.868032 2.560436 -4.214382 -0.52 -0.20 -0.17
H 0.653454 2.762622 -4.935389 -0.08 0.48 -0.42
H -0.762250 0.428162 -5.649284 0.22 -0.46 -0.02
H 0.893912 0.917448 -3.344768 -0.07 -0.04 0.24
H 0.817641 -0.746246 -3.832282 0.32 0.00 -1.27
H -1.677872 0.847395 -3.192378 0.54 0.53 -0.19
H -0.922077 -0.233234 -2.141145 0.30 -0.64 0.00
H -3.326569 0.240020 -4.312798 -0.76 -0.21 -0.45
H -3.470113 -0.615939 -2.819192 -1.10 -0.60 -0.13
H -3.706926 -1.556921 -4.450434 -0.26 0.02 0.30
O 3.991370 0.155561 1.597561 0.93 1.90 -0.40
H 4.262940 -0.196576 0.709725 -0.47 -0.10 -0.33
H 4.103095 -0.597059 2.232742 -0.33 0.26 0.80
O 4.078059 -0.717760 -0.965932 0.41 0.65 0.83
H 4.146088 -1.339698 -1.712795 -0.14 0.15 -0.41
H 4.490224 0.089374 -1.294027 -0.08 -0.12 -0.51
C -0.815958 -4.911594 3.532125 -1.07 -0.10 0.57
C -0.284600 -4.238014 2.273174 -1.14 -1.55 0.28
O 0.891585 -4.868397 1.820716 0.75 0.54 -0.05
H -1.148697 -5.934924 3.344067 0.62 -0.16 -0.27
H -1.780877 -4.482604 3.826035 0.20 0.50 0.04
H -0.194211 -4.925148 4.428310 0.29 0.22 -0.20
H -0.256637 -3.149059 2.356595 0.32 -0.01 -0.07
H -1.023459 -4.561564 1.534737 0.01 0.72 -0.31
H 1.585622 -4.695310 2.465972 0.06 -0.10 -0.03
```
Forces are in eV/Å.